(1)
The following is a DFT calculation (ωB97M-V/def2-TZVPD) of a 2-piece molecular cluster, C6H16O overall in a non-equilibrium geometry.

- Frontier orbital gap: 11.276 eV
- Energy: -313.34939 hartree
- Relative energy (zero: lowest compared OMol25 entry of this formula, charge and spin): 247.18 kJ/mol
- HOMO energy: -10.38 eV
- Molar mass: 104.193 g/mol
- Lowest unoccupied orbital energy: 0.89 eV
- SMILES: CC(C)C.CCO

The geometry in ORCA input format:
```
! RIJCOSX wB97M-V def2-TZVPD def2/J DEFGRID3
* xyz 0 1
C 0.86213 -0.59409 -1.93811
C 1.38511 0.38410 -0.89190
C 2.39793 -0.15561 0.13009
C 1.77344 1.69451 -1.74291
H 1.01677 -1.71720 -1.82776
H 1.30392 -0.38975 -2.90573
H -0.11779 -0.27212 -2.30727
H 0.54364 0.62146 -0.22967
H 3.46104 -0.51886 -0.13020
H 2.64062 0.63701 0.99843
H 1.99676 -0.99764 0.59191
H 0.80486 2.12138 -2.07877
H 2.25464 2.50862 -1.20958
H 2.35534 1.42969 -2.64358
C -1.66740 -0.28852 2.62585
C -1.76965 -0.84878 1.19656
O -2.81143 -0.11922 0.52008
H -2.57120 -0.45910 3.17174
H -1.83941 0.84111 2.55834
H -0.97269 -0.91161 3.41656
H -0.92344 -0.48166 0.52001
H -1.77593 -1.90739 1.07992
H -3.57509 -0.69984 0.55750
*
```

Per-atom Mulliken charges, elementary charge units:
1 C -1.43
2 C 1.19
3 C -1.41
4 C -1.39
5 H 0.30
6 H 0.47
7 H 0.37
8 H -0.07
9 H 0.34
10 H 0.27
11 H 0.40
12 H 0.33
13 H 0.34
14 H 0.36
15 C -0.97
16 C 0.07
17 O -0.54
18 H 0.34
19 H 0.29
20 H 0.28
21 H -0.22
22 H 0.42
23 H 0.28

(2)
The following is a DFT calculation (ωB97M-V/def2-TZVPD) of a 2-piece molecular cluster, C6H16O overall in a non-equilibrium geometry.

- Frontier orbital gap: 11.132 eV
- Energy: -313.39072 hartree
- Relative energy (zero: lowest compared OMol25 entry of this formula, charge and spin): 138.67 kJ/mol
- HOMO energy: -10.20 eV
- Molar mass: 104.193 g/mol
- Lowest unoccupied orbital energy: 0.93 eV
- SMILES: CC(C)C.CCO

The geometry in ORCA input format:
```
! RIJCOSX wB97M-V def2-TZVPD def2/J DEFGRID3
* xyz 0 1
C -0.69860 0.67606 1.48156
C -0.84684 -0.86420 1.61940
C -1.03971 -1.13587 3.09116
C -2.00808 -1.29709 0.72857
H -1.43587 1.31607 1.96972
H -0.48940 0.90490 0.42940
H 0.27209 0.93980 1.93247
H 0.08055 -1.24729 1.17231
H -1.22399 -2.15088 3.42660
H -0.27692 -0.65065 3.71938
H -1.87634 -0.54971 3.49325
H -1.89895 -0.89951 -0.28713
H -2.12109 -2.33596 0.44154
H -2.88922 -0.98781 1.27912
C 0.60668 0.06797 -2.54101
C 2.00544 0.56639 -2.21763
O 1.96101 2.00216 -2.12315
H 0.21523 -0.53731 -1.72442
H 0.50775 -0.76782 -3.25097
H -0.06267 0.87046 -2.83480
H 2.14558 0.17229 -1.21092
H 2.88045 0.25452 -2.79907
H 2.85019 2.20300 -1.85445
*
```

Per-atom Mulliken charges, elementary charge units:
1 C -1.27
2 C 0.83
3 C -1.52
4 C -1.29
5 H 0.37
6 H 0.26
7 H 0.37
8 H 0.18
9 H 0.36
10 H 0.37
11 H 0.36
12 H 0.29
13 H 0.36
14 H 0.33
15 C -0.73
16 C -0.21
17 O -0.54
18 H -0.06
19 H 0.34
20 H 0.32
21 H 0.22
22 H 0.39
23 H 0.29

(3)
The following is a DFT calculation (ωB97M-V/def2-TZVPD) of a 2-piece molecular cluster, C6H16O overall in a non-equilibrium geometry.

- Frontier orbital gap (alpha / beta): 11.960 / 5.242 eV
- Energy: -313.04105 hartree
- Relative energy (zero: lowest compared OMol25 entry of this formula, charge and spin): 70.74 kJ/mol
- HOMO energy (alpha / beta): -14.77 / -14.77 eV
- Molar mass: 104.193 g/mol
- Lowest unoccupied orbital energy (alpha / beta): -2.81 / -9.53 eV
- <S²>: 0.753

The geometry in ORCA input format:
```
! RIJCOSX wB97M-V def2-TZVPD def2/J DEFGRID3
* xyz 1 2
C 0.09998 2.35549 -0.11696
C 0.73670 1.12232 0.51340
C 0.49873 -0.25642 -0.07531
C -0.87020 -0.64003 -0.47356
C 1.33644 -1.32233 0.60272
C 1.36001 -2.75599 0.23108
H -0.87057 2.11034 -0.47111
H 0.59782 2.75221 -1.00042
H -0.06518 3.12620 0.62788
H 1.81312 1.31959 0.57901
H 0.42325 1.08563 1.56087
H 1.05514 -0.16678 -1.08113
H -1.25516 0.09795 -1.18440
H -0.87325 -1.59026 -0.89443
H -1.64164 -0.56138 0.30412
H 0.77702 -1.13638 1.56830
H 2.29204 -0.93637 0.98421
H 0.65852 -2.99440 -0.56565
H 1.14804 -3.35310 1.12307
H 2.33543 -3.08933 -0.12866
H -3.66087 1.07770 -1.13370
H -2.61044 2.20662 -0.57918
O -3.28493 1.54871 -0.39017
*
```

Per-atom Mulliken charges, elementary charge units:
1 C -0.71
2 C -0.70
3 C 0.73
4 C -1.34
5 C -0.40
6 C -1.08
7 H -0.32
8 H 0.38
9 H 0.42
10 H 0.41
11 H 0.43
12 H 0.17
13 H 0.31
14 H 0.44
15 H 0.39
16 H 0.34
17 H 0.52
18 H 0.33
19 H 0.32
20 H 0.36
21 H 0.33
22 H 0.30
23 O -0.64

(4)
The following is a DFT calculation (ωB97M-V/def2-TZVPD) of a 2-piece molecular cluster, C6H16O overall in a non-equilibrium geometry.

- Frontier orbital gap (alpha / beta): 12.616 / 4.989 eV
- Energy: -313.00685 hartree
- Relative energy (zero: lowest compared OMol25 entry of this formula, charge and spin): 160.52 kJ/mol
- HOMO energy (alpha / beta): -15.41 / -15.28 eV
- Molar mass: 104.193 g/mol
- Lowest unoccupied orbital energy (alpha / beta): -2.79 / -10.29 eV
- <S²>: 0.753

The geometry in ORCA input format:
```
! RIJCOSX wB97M-V def2-TZVPD def2/J DEFGRID3
* xyz 1 2
C 2.43533 -0.05376 -1.18935
C 1.74477 -0.24174 0.17594
C 0.26650 -0.43655 0.04441
C -0.60927 0.59441 -0.54640
C -1.45159 -0.16948 -1.57235
C -1.58393 1.26037 0.34009
H 2.06824 0.83329 -1.66681
H 3.53113 -0.13007 -1.06152
H 2.23976 -0.86563 -1.98323
H 1.90923 0.64616 0.79211
H 2.19589 -1.08482 0.69707
H -0.03788 -0.40520 1.11462
H 0.05887 -1.51920 -0.29611
H 0.01830 1.34937 -1.17516
H -0.81942 -0.78809 -2.10013
H -2.00215 0.63973 -2.09283
H -2.21071 -0.78948 -1.07064
H -1.13395 1.98149 1.05944
H -2.54408 1.61574 -0.11083
H -2.02241 0.50634 1.11626
H -0.32961 -1.24879 2.51326
H -0.83956 -0.42846 3.70074
O -0.88347 -1.26563 3.31140
*
```

Per-atom Mulliken charges, elementary charge units:
1 C -1.19
2 C -0.49
3 C -0.22
4 C 1.10
5 C -1.56
6 C -1.40
7 H 0.38
8 H 0.36
9 H 0.31
10 H 0.35
11 H 0.44
12 H -0.56
13 H 0.68
14 H 0.21
15 H 0.49
16 H 0.43
17 H 0.41
18 H 0.38
19 H 0.34
20 H 0.38
21 H 0.42
22 H 0.33
23 O -0.60

(5)
The following is a DFT calculation (ωB97M-V/def2-TZVPD) of a 3-piece molecular cluster, C6H16O2 overall in a non-equilibrium geometry.

- Frontier orbital gap: 10.374 eV
- Energy: -388.64848 hartree
- Relative energy (zero: lowest compared OMol25 entry of this formula, charge and spin): 84.64 kJ/mol
- HOMO energy: -9.81 eV
- Molar mass: 120.192 g/mol
- Lowest unoccupied orbital energy: 0.57 eV
- SMILES: C=CCCCC.O.O

The geometry in ORCA input format:
```
! RIJCOSX wB97M-V def2-TZVPD def2/J DEFGRID3
* xyz 0 1
C -0.09132 -2.40978 1.07124
C 0.43858 -1.77929 0.02444
C -0.42607 -1.21297 -1.09129
C 0.12897 0.04290 -1.75503
C -0.35239 1.35566 -1.10563
C -1.76045 1.71763 -1.55847
H -1.16129 -2.48028 1.11218
H 0.50812 -2.95027 1.78018
H 1.51421 -1.68156 -0.11958
H -0.53922 -2.05972 -1.76137
H -1.44870 -1.06477 -0.72824
H 1.21257 -0.04101 -1.75828
H -0.19524 0.08190 -2.80060
H 0.39539 2.10681 -1.36219
H -0.36045 1.29054 -0.01735
H -1.96080 2.77966 -1.40601
H -2.48571 1.26646 -0.87860
H -2.00002 1.46269 -2.58681
O 2.78058 1.12152 2.84709
H 2.64909 0.22827 3.18142
H 3.41902 1.09180 2.13136
O -0.28428 0.70667 2.35770
H -0.58311 -0.20974 2.43999
H 0.60252 0.63688 1.98382
*
```

Per-atom Mulliken charges, elementary charge units:
1 C -1.17
2 C 0.14
3 C -0.52
4 C -0.81
5 C -0.13
6 C -1.24
7 H 0.34
8 H 0.30
9 H 0.31
10 H 0.34
11 H 0.27
12 H 0.41
13 H 0.34
14 H 0.31
15 H 0.13
16 H 0.37
17 H 0.32
18 H 0.32
19 O -0.66
20 H 0.33
21 H 0.32
22 O -0.61
23 H 0.33
24 H 0.26

(6)
The following is a DFT calculation (ωB97M-V/def2-TZVPD) of a 3-piece molecular cluster, C6H16O2 overall in a non-equilibrium geometry.

- Frontier orbital gap: 9.468 eV
- Energy: -388.60640 hartree
- Relative energy (zero: lowest compared OMol25 entry of this formula, charge and spin): 195.14 kJ/mol
- HOMO energy: -8.77 eV
- Molar mass: 120.192 g/mol
- Lowest unoccupied orbital energy: 0.69 eV
- SMILES: C/C=C/CCC.O.O

The geometry in ORCA input format:
```
! RIJCOSX wB97M-V def2-TZVPD def2/J DEFGRID3
* xyz 0 1
C 0.87341 -1.30293 2.20030
C 0.58467 -1.22213 0.80482
C 0.48514 -0.02003 0.17129
C 0.19623 0.08375 -1.28152
C -0.24725 -1.17571 -1.92322
C -1.69953 -1.40956 -1.60775
H 1.76723 -0.60257 2.51671
H 0.95977 -2.38087 2.42299
H 0.23276 -0.88930 2.89192
H 0.36325 -2.22895 0.42535
H 0.56754 0.84703 0.81685
H -0.60314 0.87192 -1.39894
H 1.17884 0.43464 -1.77362
H -0.15305 -1.08382 -3.08039
H 0.38412 -2.04260 -1.66041
H -1.90940 -1.16832 -0.54810
H -2.03297 -2.47271 -1.64440
H -2.41250 -0.80034 -2.12503
O -1.57758 3.69573 1.02389
H -2.04726 3.03575 1.51183
H -1.72630 3.38456 0.13678
O 2.08718 2.34970 0.94396
H 2.21363 2.52055 0.03081
H 2.51522 1.57622 1.14590
*
```

Per-atom Mulliken charges, elementary charge units:
1 C -1.22
2 C 0.09
3 C -0.50
4 C -0.48
5 C -0.45
6 C -1.23
7 H 0.20
8 H 0.33
9 H 0.33
10 H 0.16
11 H 0.81
12 H 0.10
13 H 0.25
14 H 0.28
15 H 0.30
16 H 0.32
17 H 0.31
18 H 0.39
19 O -0.62
20 H 0.30
21 H 0.31
22 O -0.63
23 H 0.31
24 H 0.33

(7)
The following is a DFT calculation (ωB97M-V/def2-TZVPD) of a 3-piece molecular cluster, C6H16O3 overall in a non-equilibrium geometry.

- Frontier orbital gap: 9.948 eV
- Energy: -463.86640 hartree
- Relative energy (zero: lowest compared OMol25 entry of this formula, charge and spin): 119.75 kJ/mol
- HOMO energy: -9.61 eV
- Molar mass: 136.191 g/mol
- Lowest unoccupied orbital energy: 0.34 eV
- SMILES: C=CCCCCO.O.O

The geometry in ORCA input format:
```
! RIJCOSX wB97M-V def2-TZVPD def2/J DEFGRID3
* xyz 0 1
C 1.16857 0.87307 -2.46383
C 1.82540 0.49732 -1.37624
C 1.11015 -0.07842 -0.17326
C 0.55553 0.99285 0.81952
C -0.25605 2.13134 0.21412
C -1.68013 1.58696 -0.13825
O -2.27742 0.78092 0.86058
H 0.11038 0.71963 -2.63644
H 1.66429 1.23178 -3.35876
H 2.91136 0.46859 -1.39295
H 1.62245 -0.86678 0.36239
H 0.21428 -0.55892 -0.58352
H 1.39814 1.39527 1.38864
H 0.10896 0.44884 1.66553
H 0.30326 2.45813 -0.65512
H -0.44874 2.92892 0.93341
H -1.64160 1.01400 -1.06463
H -2.34707 2.44282 -0.19322
H -1.65936 0.15484 1.28122
O 0.37328 -3.13295 -0.33104
H 1.16961 -3.67373 -0.48573
H -0.48414 -3.43914 -0.68702
O -0.39760 -2.19637 2.12198
H -1.27990 -2.32972 1.78064
H 0.24029 -2.10501 1.41883
*
```

Per-atom Mulliken charges, elementary charge units:
1 C -0.85
2 C -0.32
3 C -0.13
4 C -1.11
5 C -0.42
6 C -0.45
7 O -0.54
8 H 0.20
9 H 0.26
10 H 0.33
11 H 0.51
12 H 0.17
13 H 0.35
14 H 0.55
15 H 0.35
16 H 0.33
17 H 0.18
18 H 0.35
19 H 0.32
20 O -0.56
21 H 0.27
22 H 0.28
23 O -0.66
24 H 0.29
25 H 0.31

(8)
The following is a DFT calculation (ωB97M-V/def2-TZVPD) of a 2-piece molecular cluster, C6H16O5Si overall in a non-equilibrium geometry.

- Frontier orbital gap: 8.527 eV
- Energy: -903.93581 hartree
- Relative energy (zero: lowest compared OMol25 entry of this formula, charge and spin): 0.00 kJ/mol
- HOMO energy: -7.83 eV
- Molar mass: 196.275 g/mol
- Lowest unoccupied orbital energy: 0.70 eV
- SMILES: CO[SiH](OC)OC.CC=C(O)O

The geometry in ORCA input format:
```
! RIJCOSX wB97M-V def2-TZVPD def2/J DEFGRID3
* xyz 0 1
C 0.52901 -2.27227 -1.22955
O 0.94042 -0.94288 -1.10749
Si 1.60996 -0.07811 0.16467
O 0.65273 1.24426 0.37624
C 1.09580 2.38276 1.04790
O 3.03282 0.60886 -0.34159
C 4.19158 0.17339 -0.90408
H 1.09326 -2.92001 -0.57252
H 0.48532 -2.56411 -2.34630
H -0.53336 -2.37387 -0.91851
H 1.78793 -0.69083 1.48287
H 1.97528 2.76381 0.54055
H 1.28501 2.27625 2.07703
H 0.29438 3.13449 0.91628
H 4.91398 1.08708 -0.87825
H 4.07979 -0.39721 -1.86624
H 4.61157 -0.64451 -0.33609
C -3.67986 0.01544 1.72660
C -2.43963 -0.09621 0.83025
C -2.54602 -0.06834 -0.47852
O -3.75752 -0.33556 -1.02156
O -1.55229 0.05942 -1.38249
H -3.45910 0.40976 2.74819
H -4.55540 0.35924 1.15703
H -4.14632 -1.01890 1.98349
H -1.48899 0.05281 1.36202
H -3.74575 0.04784 -1.94589
H -0.67460 -0.21260 -1.08404
*
```

Per-atom Mulliken charges, elementary charge units:
1 C -0.58
2 O -0.35
3 Si 0.15
4 O -0.03
5 C -0.74
6 O -0.19
7 C -0.65
8 H 0.32
9 H 0.24
10 H 0.26
11 H -0.11
12 H 0.26
13 H 0.34
14 H 0.23
15 H 0.21
16 H 0.25
17 H 0.30
18 C -1.14
19 C 0.06
20 C 0.55
21 O -0.51
22 O -0.53
23 H 0.31
24 H 0.30
25 H 0.23
26 H 0.13
27 H 0.34
28 H 0.36

(9)
The following is a DFT calculation (ωB97M-V/def2-TZVPD) of a 2-piece molecular cluster, C6H16S overall in a non-equilibrium geometry.

- Frontier orbital gap: 9.409 eV
- Energy: -636.36309 hartree
- Relative energy (zero: lowest compared OMol25 entry of this formula, charge and spin): 49.03 kJ/mol
- HOMO energy: -8.43 eV
- Molar mass: 120.261 g/mol
- Lowest unoccupied orbital energy: 0.98 eV
- SMILES: CCSC.CCC

The geometry in ORCA input format:
```
! RIJCOSX wB97M-V def2-TZVPD def2/J DEFGRID3
* xyz 0 1
C 2.49794 -2.36487 -0.38874
C 1.28234 -1.80178 0.36931
S 1.69362 -0.37937 1.42970
C 2.30757 0.86502 0.24974
H 2.32265 -3.33011 -0.84783
H 3.29520 -2.50232 0.34466
H 2.81348 -1.61604 -1.10882
H 0.58593 -1.42273 -0.38263
H 0.82443 -2.49813 1.04867
H 1.46468 1.48300 -0.07411
H 2.93724 1.54233 0.82601
H 2.80539 0.40172 -0.59216
C -2.86072 0.21182 -0.82618
C -1.75750 1.13060 -0.37998
C -1.95535 1.79848 0.98492
H -3.84961 0.59852 -0.57143
H -2.78158 -0.84219 -0.57617
H -2.99695 0.25573 -1.90340
H -0.77537 0.64371 -0.38850
H -1.61921 1.94414 -1.08159
H -1.22279 2.57979 1.15877
H -2.95347 2.25111 0.93583
H -2.05793 1.05155 1.77391
*
```

Per-atom Mulliken charges, elementary charge units:
1 C -1.08
2 C -0.34
3 S -0.09
4 C -0.67
5 H 0.37
6 H 0.30
7 H 0.26
8 H 0.17
9 H 0.38
10 H 0.18
11 H 0.31
12 H 0.22
13 C -1.18
14 C 0.47
15 C -1.19
16 H 0.32
17 H 0.31
18 H 0.34
19 H -0.33
20 H 0.26
21 H 0.33
22 H 0.37
23 H 0.30

(10)
The following is a DFT calculation (ωB97M-V/def2-TZVPD) of a 2-piece molecular cluster, C6H16S overall in a non-equilibrium geometry.

- Frontier orbital gap (alpha / beta): 10.002 / 4.834 eV
- Energy: -636.01992 hartree
- Relative energy (zero: lowest compared OMol25 entry of this formula, charge and spin): 55.21 kJ/mol
- HOMO energy (alpha / beta): -13.99 / -13.99 eV
- Molar mass: 120.261 g/mol
- Lowest unoccupied orbital energy (alpha / beta): -3.98 / -9.15 eV
- <S²>: 0.753

The geometry in ORCA input format:
```
! RIJCOSX wB97M-V def2-TZVPD def2/J DEFGRID3
* xyz 1 2
C 1.04290 -2.34975 -0.91446
C 1.22149 -1.24669 0.10622
S -0.75649 -2.55676 -1.20023
H 1.32247 -2.04368 -1.93402
H 1.61208 -3.26470 -0.77448
H 2.05325 -1.38102 0.78868
H -1.15379 -3.32963 -0.15618
H 0.39670 -1.17669 0.83744
H 1.15544 -0.26291 -0.34313
C -0.08666 2.05831 0.46222
C -0.93545 3.32388 0.24401
C 1.24815 2.24717 1.15002
C -0.97496 0.96979 1.14579
H 0.11458 1.69120 -0.56934
H -1.48575 3.70867 1.09708
H -1.66738 3.02600 -0.51119
H 1.06644 2.82799 2.06141
H 1.73960 1.29851 1.38791
H 1.96166 2.83097 0.57803
H -0.51035 0.25929 1.81950
H -1.74579 1.53239 1.67840
H -1.49264 0.45461 0.32415
H -0.35098 4.14689 -0.18269
*
```

Per-atom Mulliken charges, elementary charge units:
1 C -0.44
2 C -0.72
3 S 0.24
4 H 0.37
5 H 0.41
6 H 0.42
7 H 0.29
8 H 0.14
9 H 0.19
10 C 1.01
11 C -1.56
12 C -1.38
13 C -1.28
14 H 0.13
15 H 0.39
16 H 0.39
17 H 0.39
18 H 0.29
19 H 0.36
20 H 0.38
21 H 0.43
22 H 0.20
23 H 0.37